Entry 1:
Formula: C10H16
Source: the OMol25 dataset
Level of theory: ωB97M-V/def2-TZVPD

Structure (XYZ):
```
26
C10H16 ωB97M-V/def2-TZVPD
C 1.343 2.397 1.097
C 0.579 1.823 -0.111
C -0.656 1.017 0.319
C -1.912 1.597 0.492
C -2.933 0.759 0.924
C -2.778 -0.578 1.201
C -1.592 -1.224 0.801
C -0.591 -0.381 0.341
H 1.147 3.432 1.397
H 2.429 2.332 0.942
H 1.274 1.819 2.038
H 0.489 2.581 -0.860
H 1.140 1.006 -0.563
H -2.190 2.616 0.299
H -3.866 1.249 1.204
H -3.667 -1.151 1.424
H -1.459 -2.295 0.824
H 0.370 -0.830 0.104
C 1.525 -2.505 -0.977
C 1.820 -1.447 -1.974
H 2.164 -3.366 -0.764
H 1.229 -2.241 0.042
H 0.624 -3.088 -1.203
H 0.888 -0.954 -2.309
H 2.046 -1.851 -2.975
H 2.577 -0.717 -1.714
```

Results
Frontier orbital gap ... 0.36734 hartree
LUMO level ... 0.036 Eh
HOMO level ... -0.331 hartree
Structure (SMILES) ... CCc1ccccc1.CC
Net charge ... 0
ΔE to the lowest compared entry with this formula, charge and spin ... 1.371 eV

Entry 2:
Formula: C10H16
Source: the OMol25 dataset
Level of theory: ωB97M-V/def2-TZVPD

Structure (XYZ):
```
26
C10H16 ωB97M-V/def2-TZVPD
C 2.309 -1.583 -2.309
C 0.820 -2.022 -2.274
C 0.087 -0.892 -1.430
C 0.180 0.399 -1.816
C -0.393 1.324 -0.982
C -1.303 0.937 0.070
C -1.322 -0.398 0.297
C -0.576 -1.324 -0.322
H 2.712 -1.499 -1.298
H 2.210 -0.646 -2.946
H 2.751 -2.253 -2.900
H 0.398 -1.909 -3.216
H 0.538 -3.007 -1.948
H 0.842 0.616 -2.642
H -0.295 2.470 -1.242
H -1.707 1.785 0.666
H -1.997 -0.831 1.173
H -0.739 -2.344 -0.172
C 0.073 1.859 2.655
C -1.172 1.071 3.214
H 0.345 1.273 1.746
H -0.147 2.806 2.330
H 0.887 1.755 3.451
H -1.534 1.218 4.281
H -0.920 -0.098 3.081
H -2.049 1.293 2.532
```

Results
Frontier orbital gap ... 0.36673 hartree
LUMO level ... 0.036 Eh
HOMO level ... -0.331 hartree
Structure (SMILES) ... CCc1ccccc1.CC
Net charge ... 0
ΔE to the lowest compared entry with this formula, charge and spin ... 2.573 eV

Entry 3:
Formula: C10H16
Source: the OMol25 dataset
Level of theory: ωB97M-V/def2-TZVPD

Structure (XYZ):
```
26
C10H16 ωB97M-V/def2-TZVPD
C 0.996 -1.013 -2.556
C -0.338 -0.638 -1.953
C -0.809 -1.466 -0.879
C -2.004 -1.057 -0.332
C -2.598 0.174 -0.604
C -2.135 0.889 -1.688
C -1.076 0.393 -2.471
H 1.356 -1.989 -2.209
H 1.689 -0.305 -2.099
H 1.049 -0.894 -3.641
H -0.334 -2.358 -0.539
H -2.399 -1.696 0.469
H -3.182 0.586 0.213
H -2.648 1.797 -1.994
H -0.981 0.695 -3.481
C 2.302 1.193 1.786
C 1.391 0.517 2.764
C 0.048 0.164 2.101
H 2.320 0.825 0.764
H 2.002 2.224 1.733
H 3.357 1.311 2.165
H 1.857 -0.447 3.158
H 1.156 1.008 3.670
H -0.283 -0.866 2.215
H -0.888 0.647 2.393
H 0.152 0.307 1.015
```

Results
Frontier orbital gap ... 0.36319 hartree
LUMO level ... 0.037 Eh
HOMO level ... -0.326 hartree
Structure (SMILES) ... Cc1ccccc1.CCC
Net charge ... 0
ΔE to the lowest compared entry with this formula, charge and spin ... 1.368 eV

Entry 4:
Formula: C10H16
Source: the OMol25 dataset
Level of theory: ωB97M-V/def2-TZVPD

Structure (XYZ):
```
26
C10H16 ωB97M-V/def2-TZVPD
C 2.110 -0.910 0.862
C 1.433 0.364 0.540
C 1.083 1.408 1.325
C 0.185 2.402 0.897
C 0.139 2.606 -0.411
C 0.803 1.728 -1.304
C 1.219 0.491 -0.850
H 3.115 -0.992 0.277
H 1.392 -1.858 0.700
H 2.488 -1.058 1.863
H 1.175 1.224 2.399
H -0.269 3.145 1.524
H -0.295 3.460 -0.895
H 0.939 1.862 -2.385
H 1.360 -0.226 -1.546
C -2.424 -0.850 -0.686
C -1.576 -2.014 -0.009
C -1.924 -3.410 -0.310
H -3.362 -0.955 -0.372
H -2.244 -0.732 -1.741
H -1.970 0.127 -0.204
H -0.471 -1.812 -0.224
H -1.981 -1.811 1.081
H -1.063 -4.081 0.196
H -2.785 -3.798 0.309
H -2.318 -3.393 -1.304
```

Results
Frontier orbital gap ... 0.36871 hartree
LUMO level ... 0.036 Eh
HOMO level ... -0.333 hartree
Structure (SMILES) ... Cc1ccccc1.CCC
Net charge ... 0
ΔE to the lowest compared entry with this formula, charge and spin ... 2.975 eV

Entry 5:
Formula: C10H16
Source: the OMol25 dataset
Level of theory: ωB97M-V/def2-TZVPD

Structure (XYZ):
```
26
C10H16 ωB97M-V/def2-TZVPD
C 0.694 -1.052 2.721
C 0.538 0.084 1.721
C 0.934 -0.333 0.322
C 0.113 -1.189 -0.407
C 0.457 -1.605 -1.681
C 1.662 -1.200 -2.245
C 2.495 -0.357 -1.530
C 2.115 0.085 -0.271
H -0.059 -1.829 2.627
H 0.651 -0.660 3.739
H 1.685 -1.493 2.603
H -0.451 0.537 1.646
H 1.150 0.946 1.997
H -0.831 -1.505 0.027
H -0.247 -2.199 -2.258
H 1.942 -1.533 -3.235
H 3.452 -0.064 -1.948
H 2.740 0.776 0.293
C -3.002 1.124 -0.600
C -1.770 2.015 -0.418
H -3.361 1.136 -1.631
H -2.737 0.084 -0.383
H -3.793 1.446 0.076
H -0.885 1.567 -0.868
H -1.598 2.244 0.636
H -1.895 2.975 -0.933
```

Results
Frontier orbital gap ... 0.37018 hartree
LUMO level ... 0.036 Eh
HOMO level ... -0.334 hartree
Structure (SMILES) ... CCc1ccccc1.CC
Net charge ... 0
ΔE to the lowest compared entry with this formula, charge and spin ... 0.182 eV

Entry 6:
Formula: C10H16
Source: the OMol25 dataset
Level of theory: ωB97M-V/def2-TZVPD

Structure (XYZ):
```
26
C10H16 ωB97M-V/def2-TZVPD
C 1.779 -0.145 -2.254
C 0.520 -0.587 -1.617
C 0.596 -1.699 -0.807
C -0.574 -2.270 -0.244
C -1.803 -1.745 -0.522
C -1.972 -0.610 -1.335
C -0.815 -0.079 -1.865
H 1.633 0.860 -2.734
H 2.048 -0.723 -3.136
H 2.580 -0.019 -1.553
H 1.426 -2.431 -0.679
H -0.555 -3.103 0.373
H -2.909 -1.988 -0.035
H -2.887 -0.087 -1.471
H -1.124 0.680 -2.556
C 0.671 2.098 1.087
C 0.744 0.981 2.019
C -0.661 0.631 2.565
H -0.380 2.288 0.774
H 1.298 1.845 0.186
H 1.078 3.097 1.306
H 1.128 -0.088 1.674
H 1.400 1.174 2.800
H -1.237 0.274 1.753
H -0.706 0.052 3.618
H -1.281 1.592 2.653
```

Results
Frontier orbital gap ... 0.37005 hartree
LUMO level ... 0.037 Eh
HOMO level ... -0.333 hartree
Structure (SMILES) ... Cc1ccccc1.CCC
Net charge ... 0
ΔE to the lowest compared entry with this formula, charge and spin ... 2.417 eV

Entry 7:
Formula: C10H16
Source: the OMol25 dataset
Level of theory: ωB97M-V/def2-TZVPD

Structure (XYZ):
```
26
C10H16 ωB97M-V/def2-TZVPD
C 1.855 1.407 -0.294
C 1.525 0.251 -1.311
C 0.047 -0.018 -1.561
C -0.952 0.951 -1.433
C -2.289 0.655 -1.605
C -2.658 -0.621 -2.037
C -1.688 -1.583 -2.244
C -0.355 -1.284 -1.960
H 2.056 0.854 0.605
H 0.993 2.058 -0.236
H 2.740 1.868 -0.720
H 1.969 0.430 -2.292
H 1.882 -0.681 -0.878
H -0.690 1.973 -1.188
H -3.105 1.336 -1.407
H -3.695 -0.800 -2.287
H -1.896 -2.421 -2.902
H 0.367 -2.075 -2.127
C 0.717 -0.915 2.949
C 0.238 0.394 3.585
H 0.807 -1.769 3.614
H 0.177 -1.243 2.063
H 1.729 -0.832 2.527
H -0.823 0.478 3.365
H 0.750 1.222 3.107
H 0.301 0.363 4.668
```

Results
Frontier orbital gap ... 0.36844 hartree
LUMO level ... 0.037 Eh
HOMO level ... -0.331 hartree
Structure (SMILES) ... CCc1ccccc1.CC
Net charge ... 0
ΔE to the lowest compared entry with this formula, charge and spin ... 0.881 eV

Entry 8:
Formula: C10H16
Source: the OMol25 dataset
Level of theory: ωB97M-V/def2-TZVPD

Structure (XYZ):
```
26
C10H16 ωB97M-V/def2-TZVPD
C 0.716 -2.443 1.435
C -0.321 -1.375 1.298
C -0.417 -0.390 2.278
C -1.327 0.625 2.072
C -2.212 0.735 0.998
C -2.047 -0.238 0.012
C -1.193 -1.312 0.224
H 1.744 -2.176 1.197
H 0.448 -3.364 0.889
H 0.810 -2.724 2.514
H 0.251 -0.428 3.139
H -1.377 1.359 2.885
H -2.867 1.568 0.767
H -2.793 -0.335 -0.778
H -1.254 -2.041 -0.555
C 2.722 1.303 -1.429
C 1.560 1.896 -2.218
C 0.982 0.907 -3.234
H 2.699 0.231 -1.287
H 2.747 1.576 -0.377
H 3.726 1.481 -1.838
H 0.677 2.168 -1.618
H 1.939 2.766 -2.770
H 1.784 0.527 -3.880
H 0.627 -0.002 -2.763
H 0.239 1.451 -3.812
```

Results
Frontier orbital gap ... 0.36960 hartree
LUMO level ... 0.036 Eh
HOMO level ... -0.334 hartree
Structure (SMILES) ... Cc1ccccc1.CCC
Net charge ... 0
ΔE to the lowest compared entry with this formula, charge and spin ... 0.764 eV

Repeat the fourth record exactly.
Formula: C10H16
Source: the OMol25 dataset
Level of theory: ωB97M-V/def2-TZVPD

Structure (XYZ):
```
26
C10H16 ωB97M-V/def2-TZVPD
C 2.110 -0.910 0.862
C 1.433 0.364 0.540
C 1.083 1.408 1.325
C 0.185 2.402 0.897
C 0.139 2.606 -0.411
C 0.803 1.728 -1.304
C 1.219 0.491 -0.850
H 3.115 -0.992 0.277
H 1.392 -1.858 0.700
H 2.488 -1.058 1.863
H 1.175 1.224 2.399
H -0.269 3.145 1.524
H -0.295 3.460 -0.895
H 0.939 1.862 -2.385
H 1.360 -0.226 -1.546
C -2.424 -0.850 -0.686
C -1.576 -2.014 -0.009
C -1.924 -3.410 -0.310
H -3.362 -0.955 -0.372
H -2.244 -0.732 -1.741
H -1.970 0.127 -0.204
H -0.471 -1.812 -0.224
H -1.981 -1.811 1.081
H -1.063 -4.081 0.196
H -2.785 -3.798 0.309
H -2.318 -3.393 -1.304
```

Results
Frontier orbital gap ... 0.36871 hartree
LUMO level ... 0.036 Eh
HOMO level ... -0.333 hartree
Structure (SMILES) ... Cc1ccccc1.CCC
Net charge ... 0
ΔE to the lowest compared entry with this formula, charge and spin ... 2.975 eV